# C21H60F6O17Y

A structure of composition C21H60F6O17Y (ωB97M-V with the def2-TZVPD basis set, the Open Molecules 2025 dataset).

Each line ends with the Löwdin charge.
Atoms and positions in Å:
Y1 2.784 -1.708 1.591  1.781
O1 3.817 -0.877 -0.224  -0.344
C1 3.150 -1.081 -1.455  -0.340
C2 3.643 -0.161 -2.602  -0.529
O2 4.891 -0.238 -2.896  -0.206
H1 2.053 -1.050 -1.256  0.058
H2 3.284 -2.141 -1.775  0.095
H3 3.384 0.875 -2.237  0.094
H4 2.982 -0.408 -3.488  0.084
C3 4.932 2.800 -0.236  -0.581
O3 5.703 2.798 -1.478  -0.084
O4 5.322 1.845 0.476  -0.111
C4 4.971 4.246 0.355  -0.518
F1 6.138 4.896 0.207  0.119
F2 4.014 5.041 -0.234  0.061
F3 4.689 4.315 1.679  0.096
C5 5.403 3.624 -2.520  -0.345
C6 6.524 3.495 -3.525  -0.088
H5 6.657 2.457 -3.849  0.074
H6 6.221 3.971 -4.472  0.064
H7 7.484 3.862 -3.165  0.066
H8 5.303 4.681 -2.246  0.104
H9 4.477 3.319 -3.038  0.105
H10 3.843 2.679 -0.543  0.126
C7 0.417 0.312 1.145  -0.444
O5 0.162 -1.082 1.050  -0.182
O6 1.595 0.367 1.767  -0.235
C8 0.328 1.043 -0.209  -0.538
F4 -0.682 1.945 -0.182  0.115
F5 1.437 1.629 -0.567  0.201
F6 0.036 0.176 -1.231  0.087
C9 -1.076 -1.590 0.508  -0.220
C10 -1.969 -2.040 1.642  -0.044
H11 -2.063 -1.196 2.328  0.053
H12 -2.962 -2.374 1.346  0.066
H13 -1.502 -2.833 2.236  0.076
H14 -0.728 -2.350 -0.194  0.103
H15 -1.618 -0.874 -0.111  0.112
H16 -0.371 0.781 1.776  0.152
C11 -2.611 -0.019 -3.603  -0.157
O7 -3.180 -0.807 -2.573  -0.135
H17 -3.077 0.967 -3.697  0.076
H18 -1.541 0.121 -3.440  0.060
H19 -2.778 -0.489 -4.579  0.075
H20 -3.842 -0.241 -2.154  0.028
C12 -2.673 0.768 4.270  -0.175
O8 -2.410 2.148 4.439  -0.098
H21 -1.791 0.160 4.054  0.072
H22 -3.053 0.382 5.221  0.085
H23 -3.474 0.595 3.540  0.063
H24 -1.962 2.454 3.642  0.070
C13 -4.341 1.447 -0.034  -0.126
O9 -4.665 1.364 -1.421  -0.127
H25 -3.306 1.756 0.115  0.071
H26 -5.081 2.032 0.516  0.083
H27 -4.433 0.442 0.396  0.072
H28 -5.011 2.221 -1.682  0.090
C14 0.858 2.515 -3.907  -0.215
O10 1.649 3.508 -3.375  -0.098
H29 0.228 2.965 -4.677  0.074
H30 1.322 1.572 -4.218  0.075
H31 0.077 2.108 -3.225  0.051
H32 2.230 3.135 -2.696  0.057
C15 0.640 -2.747 -3.012  -0.099
O11 0.963 -3.810 -2.103  -0.142
H33 1.372 -2.690 -3.813  0.093
H34 -0.355 -2.903 -3.447  0.081
H35 0.583 -1.829 -2.440  0.057
H36 0.887 -4.640 -2.580  0.100
C16 1.340 -4.726 0.937  -0.101
O12 1.530 -3.369 0.519  -0.281
H37 2.012 -5.423 0.414  0.096
H38 1.566 -4.839 1.996  0.076
H39 0.346 -5.105 0.688  0.085
H40 1.290 -3.358 -0.449  0.066
C17 2.855 3.398 3.915  -0.164
O13 3.546 2.395 3.177  -0.127
H41 3.623 4.019 4.369  0.077
H42 2.205 3.996 3.265  0.057
H43 2.227 2.953 4.701  0.069
H44 2.847 1.867 2.768  0.030
C18 -0.478 4.599 1.308  -0.152
O14 -0.407 5.547 2.380  -0.131
H45 -1.536 4.397 1.154  0.069
H46 -0.005 4.933 0.386  0.087
H47 0.011 3.685 1.659  0.061
H48 0.455 5.489 2.800  0.055
C19 -3.760 -5.416 2.529  -0.116
O15 -4.498 -5.545 1.307  -0.132
H49 -4.185 -4.642 3.179  0.070
H50 -3.734 -6.334 3.116  0.083
H51 -2.769 -5.077 2.238  0.065
H52 -5.173 -6.217 1.433  0.088
C20 -6.054 -2.171 2.996  -0.157
O16 -5.065 -1.873 3.980  -0.129
H53 -6.874 -1.451 2.991  0.079
H54 -5.609 -2.167 1.989  0.069
H55 -6.425 -3.187 3.111  0.072
H56 -4.966 -0.918 4.006  0.045
C21 -2.761 -4.358 -1.277  -0.167
O17 -3.819 -5.285 -1.383  -0.122
H57 -2.123 -4.211 -2.143  0.068
H58 -3.068 -3.366 -0.924  0.068
H59 -2.118 -4.734 -0.454  0.068
H60 -4.323 -5.142 -0.569  0.034

Output
max |F|: 6.30 eV/Å
net charge: -1
E_HOMO: -2.59 eV
LUMO level: -0.21 eV